(1)
{
  "formula": "C2H7N2",
  "method": "ωB97M-V with the def2-TZVPD basis set",
  "spin_multiplicity": 1,
  "total_charge": 1,
  "homo_energy_ha": -0.556,
  "relative_energy_kcal_mol": 120.8,
  "homo_lumo_gap_ev": 5.85,
  "mol_weight_g_mol": 59.1,
  "elements": ["C", "N", "C", "N", "H", "H", "H", "H", "H", "H", "H"],
  "positions_angstrom": [[-1.6694, -0.0499, -0.1898], [-0.3815, 0.4801, -0.4091], [0.6458, -0.2286, 0.2252], [1.9837, 0.3035, 0.0599], [-1.7589, -1.0780, -0.6105], [-2.4195, 0.5987, -0.6510], [-2.0355, -0.0304, 0.8473], [0.7712, -1.2662, -0.1603], [0.4887, -0.2451, 1.3342], [2.0754, 1.2291, 0.4526], [2.3000, 0.2868, -0.8984]],
  "atomic_forces_ev_per_a": [[-1.21, 1.38, -1.04], [-0.67, -1.42, 1.12], [2.92, 1.03, -0.70], [-0.88, 0.05, 0.30], [0.31, 0.13, 0.49], [0.28, -0.16, -0.45], [0.71, -0.58, 0.45], [-1.09, -0.13, 0.34], [-0.68, -0.47, -0.35], [0.12, 0.16, -0.09], [0.18, 0.00, -0.07]],
  "lowdin_charge": [-0.037, 0.262, -0.266, 0.045, 0.161, 0.108, 0.151, 0.194, 0.200, 0.090, 0.094]
}



(2)
{
  "formula": "C11H9CoF3N2O7P2S2",
  "method": "ωB97M-V with the def2-TZVPD basis set",
  "spin_multiplicity": 5,
  "total_charge": -1,
  "homo_energy_ha": [-0.175, -0.258],
  "relative_energy_kcal_mol": 50.1,
  "homo_lumo_gap_ev": [5.85, 6.31],
  "mol_weight_g_mol": 523.2,
  "elements": ["Co", "S", "C", "C", "C", "C", "N", "C", "C", "C", "S", "C", "N", "H", "H", "C", "C", "O", "P", "O", "O", "O", "P", "O", "O", "O", "H", "H", "H", "H", "H", "H", "H", "F", "C", "F", "F"],
  "positions_angstrom": [[0.3035, 0.0013, 0.1484], [-2.2387, 1.0850, -0.8240], [-2.2917, -1.2491, 0.5988], [-3.6710, -1.2425, 0.8763], [-4.2895, -2.3445, 1.4346], [-5.7014, -2.2664, 1.7008], [-6.8288, -2.2049, 1.9111], [-3.5809, -3.5199, 1.7333], [-2.2099, -3.5360, 1.4784], [-1.5618, -2.4321, 0.9461], [0.1400, -2.4604, 0.7026], [-4.2217, -4.6708, 2.2795], [-4.7140, -5.6092, 2.7267], [-4.2634, -0.3639, 0.6629], [-1.6330, -4.4210, 1.7097], [3.7748, 2.9127, -2.0587], [2.7049, 1.9862, -1.5077], [2.1356, 1.2760, -2.6116], [3.3851, 0.6773, -0.4504], [4.2550, -0.2208, -1.4248], [4.5349, 1.2331, 0.4907], [2.3287, -0.0343, 0.3133], [1.4204, 2.9320, -0.5674], [2.2673, 3.0167, 0.8338], [1.1802, 4.2842, -1.1049], [0.2680, 1.9700, -0.3900], [4.4600, 2.3556, -2.6993], [4.3394, 3.3828, -1.2553], [3.2806, 3.6905, -2.6389], [1.3590, 0.7415, -2.3065], [3.7152, -0.4300, -2.2056], [4.1225, 1.6825, 1.2444], [1.8740, 3.6575, 1.4381], [0.1483, 0.2914, 1.9510], [-1.6154, -0.1503, 0.0318], [-3.6376, 0.4759, -1.5063], [0.4615, -0.4960, -1.6610]],
  "atomic_forces_ev_per_a": [[0.15, 0.11, 0.02], [0.19, -0.88, 0.23], [-0.26, -0.82, 0.28], [0.16, 0.14, -0.03], [-0.19, 0.02, 0.09], [0.01, -0.09, 0.01], [-0.03, 0.03, 0.00], [0.34, 0.20, -0.16], [-0.18, -0.17, 0.13], [-0.05, 0.33, -0.17], [0.05, -0.13, 0.00], [-0.09, -0.13, 0.11], [0.00, 0.01, -0.02], [0.05, -0.05, -0.04], [0.00, 0.00, 0.00], [0.00, 0.01, 0.01], [-0.05, -0.05, -0.13], [-0.02, 0.08, 0.03], [-0.10, 0.13, 0.24], [-0.03, -0.13, -0.08], [0.07, -0.04, 0.04], [0.43, -0.15, -0.10], [0.10, -0.02, -0.14], [0.04, 0.04, 0.13], [-0.08, 0.02, -0.01], [-0.05, 0.33, 0.02], [0.01, -0.01, 0.01], [-0.01, 0.02, 0.02], [0.02, 0.00, -0.02], [0.04, -0.06, 0.01], [0.04, 0.06, 0.01], [-0.03, 0.04, -0.07], [-0.01, -0.04, -0.04], [0.01, -0.15, 0.34], [-0.55, 1.32, -0.37], [0.00, 0.15, -0.10], [0.03, -0.10, -0.23]],
  "mulliken_spin": [2.272, 0.223, 0.047, 0.058, 0.078, -0.012, 0.029, 0.067, 0.040, 0.032, 0.884, -0.003, 0.029, 0.000, -0.008, 0.000, 0.002, -0.001, 0.004, 0.000, 0.001, 0.013, 0.006, 0.001, 0.004, 0.054, 0.000, 0.000, 0.000, -0.001, 0.000, 0.000, 0.000, 0.082, 0.054, 0.013, 0.033]
}